Computed, not measured: 2 unconnected molecules or ions with the total composition C6H5BrNO in a non-equilibrium geometry, with ωB97M-V/def2-TZVPD.

```
14
Properties=species:S:1:pos:R:3
C 1.86 0.55 -0.19
C 1.43 -0.71 -0.59
C 0.94 1.43 0.35
C 0.12 -1.10 -0.43
C -0.38 1.08 0.47
C -0.82 -0.21 0.12
N -2.06 -0.60 0.49
O -2.53 -2.39 0.11
Br -3.52 0.42 0.14
H 2.90 0.84 -0.30
H 2.13 -1.40 -1.04
H 1.26 2.41 0.69
H -0.23 -2.08 -0.72
H -1.10 1.77 0.89
```

The HOMO energy (spin up / spin down) comes out at -3.414 / -3.413 eV. The spin multiplicity is 1. The calculation puts the total energy at -79879.542 eV. The gap between HOMO and LUMO (spin up / spin down) comes out at 6.9 / 6.9 eV. For the molar mass, the calculation gives 187.016 g mol⁻¹. The calculation puts the LUMO energy (spin up / spin down) at 3.5 / 3.5 eV. The calculation puts the energy above the lowest of the compared OMol25 structures with the same formula, charge and spin at 2.2270 eV. As for the total charge: -1.

Atom charges from the Mulliken analysis, given in e for atoms 1 to 2: C -0.453; C -0.283